Entry from OMol25: a molecular structure, C5H5AuCl2EuNO4 in a non-equilibrium geometry (the ωB97M-V functional and the def2-TZVPD basis).

## Properties
Molar mass (g mol⁻¹): 562.9
Net charge: +4
2S+1: 9
Expectation value of S²: 20.0542
Energy above the lowest of the compared OMol25 structures with the same formula, charge and spin (kJ/mol): 0.0
Calculated total energy (eV): -62960.2051
HOMO (alpha / beta) (eV): -26.22 / -25.82
Kohn-Sham gap (alpha / beta) (eV): 7.240 / 5.738
F_max (eV Å⁻¹): 7.530

Each line ends with the Mulliken spin population.
Geometry (Å):
Eu 0.15 -2.85 -1.15  6.03
Au -0.03 0.20 -0.18  0.43
Cl 1.70 -0.80 -1.65  0.07
Cl -1.00 -2.55 1.09  0.42
C -1.66 0.71 0.74  0.05
C 0.25 -2.59 -4.09  0.00
C -2.29 -3.81 -2.10  -0.01
O -2.35 1.13 1.58  0.00
O 0.46 -2.60 -5.21  0.00
O -3.25 -4.41 -2.27  0.00
C 1.13 2.62 1.77  -0.01
C 2.19 1.60 1.45  -0.10
N 3.51 1.81 1.79  0.81
O 1.98 0.51 0.86  0.39
H 1.56 3.52 2.27  0.00
H 0.37 2.14 2.43  -0.01
H 0.62 2.91 0.81  0.00
H 4.18 1.12 1.52  -0.03
H 3.74 2.63 2.27  -0.02